C2H8N2OS2 | the ωB97M-V functional and the def2-TZVPD basis

Values from the calculation:
- energy above the lowest of the compared OMol25 structures with the same formula, charge and spin (kcal per mole) = 148.17
- max |F| (eV/Å) = 4.05
- HOMO level (eV) = -8.6

```
! RIJCOSX wB97M-V def2-TZVPD def2/J DEFGRID3
* xyz 0 1
C -0.7501 0.4398 -1.0536
C -0.0454 0.9711 1.0934
N -0.7290 -1.0108 -0.8367
N 1.9655 -1.3333 0.2690
O 0.2608 1.0477 -0.2804
S -1.8791 -1.4370 0.3706
S 2.5096 -0.3074 -0.5649
H -1.8352 0.9344 -0.9234
H -0.4329 0.8596 -2.1381
H 0.7059 1.5306 1.6556
H -1.0209 1.2795 1.1333
H 0.2750 -1.2930 -0.6144
H 0.0896 0.0612 1.6156
H -2.1162 -2.6457 -0.1469
H 3.0025 0.9033 0.4209
*
```